[1]
{"formula": "C5H5NO", "method": "ωB97M-V/def2-TZVPD", "smiles": "C#C[C@@H](C#N)CO", "total_charge": 0, "homo_lumo_gap_ev": 11.496, "e_above_lowest_kj_mol": 232.7, "elements": ["C", "C", "C", "C", "N", "C", "O", "H", "H", "H", "H", "H"], "coordinates": [[-0.341, -1.043, -2.085], [-0.477, -0.546, -0.998], [-0.587, 0.103, 0.316], [-1.135, -0.819, 1.324], [-1.538, -1.526, 2.145], [0.795, 0.642, 0.772], [1.316, 1.536, -0.170], [-0.244, -1.501, -3.046], [-1.266, 0.961, 0.232], [1.465, -0.209, 0.961], [0.667, 1.195, 1.707], [1.477, 1.043, -0.987]], "mulliken_charge": [0.287, -1.028, 0.659, 0.068, -0.407, -0.712, -0.494, 0.421, 0.198, 0.321, 0.363, 0.325]}


[2]
{"formula": "C2H3N3O", "method": "ωB97M-V/def2-TZVPD", "total_charge": 0, "homo_lumo_gap_ev": 9.633, "e_above_lowest_kj_mol": 118.3, "elements": ["N", "C", "C", "N", "N", "O", "H", "H", "H"], "coordinates": [[-1.565, -0.262, -0.321], [-0.291, -0.561, 0.112], [0.704, 0.443, -0.296], [1.849, 0.446, 0.327], [2.828, 0.465, 0.891], [-0.018, -1.566, 0.745], [-2.284, -0.859, 0.062], [-1.815, 0.712, -0.414], [0.589, 1.156, -1.099]], "mulliken_charge": [-0.453, 0.582, -0.373, 0.557, -0.555, -0.601, 0.254, 0.231, 0.357]}


[3]
{"formula": "C2H3BrS", "method": "ωB97M-V/def2-TZVPD", "total_charge": 0, "homo_lumo_gap_ev": [7.325, 7.330], "e_above_lowest_kj_mol": 148.7, "elements": ["C", "C", "S", "Br", "H", "H", "H"], "coordinates": [[0.500, -0.502, -0.162], [-0.738, 0.174, -0.060], [0.929, -1.973, -0.249], [2.576, 1.115, 0.551], [-0.864, 1.028, -0.784], [-0.919, 0.671, 1.003], [-1.484, -0.513, -0.300]], "mulliken_charge": [0.256, -0.685, -0.111, -0.382, 0.285, 0.270, 0.367]}


[4]
{"formula": "C21H27ClN4O2", "method": "ωB97M-V/def2-TZVPD", "smiles": "COc1ccc([C@@H](CNC(=O)Nc2ccc(Cl)cc2)N2CCN(C)CC2)cc1", "total_charge": 0, "homo_lumo_gap_ev": 8.709, "e_above_lowest_kj_mol": 108.4, "elements": ["C", "O", "C", "C", "C", "C", "C", "C", "N", "C", "O", "N", "C", "C", "C", "C", "Cl", "C", "C", "N", "C", "C", "N", "C", "C", "C", "C", "C", "H", "H", "H", "H", "H", "H", "H", "H", "H", "H", "H", "H", "H", "H", "H", "H", "H", "H", "H", "H", "H", "H", "H", "H", "H", "H", "H"], "coordinates": [[2.559, 1.491, -7.700], [3.126, 1.363, -6.420], [2.393, 0.765, -5.441], [1.107, 0.264, -5.597], [0.464, -0.328, -4.522], [1.070, -0.441, -3.278], [0.293, -1.043, -2.129], [1.134, -2.007, -1.265], [0.363, -2.466, -0.132], [0.487, -1.794, 1.058], [1.484, -1.178, 1.362], [-0.608, -1.961, 1.881], [-0.849, -1.387, 3.126], [0.058, -0.539, 3.759], [-0.250, 0.016, 4.986], [-1.462, -0.271, 5.592], [-1.844, 0.425, 7.131], [-2.374, -1.113, 4.977], [-2.066, -1.665, 3.750], [-0.363, -0.068, -1.258], [-1.552, 0.530, -1.829], [-2.317, 1.257, -0.727], [-1.491, 2.307, -0.168], [-2.200, 3.074, 0.831], [-0.272, 1.730, 0.366], [0.485, 0.986, -0.729], [2.358, 0.068, -3.133], [3.009, 0.659, -4.193], [2.329, 0.515, -8.139], [3.314, 1.989, -8.308], [1.652, 2.104, -7.680], [0.594, 0.325, -6.544], [-0.536, -0.713, -4.665], [-0.525, -1.641, -2.557], [1.445, -2.862, -1.872], [2.020, -1.522, -0.857], [-0.556, -2.807, -0.374], [-1.365, -2.530, 1.529], [0.999, -0.322, 3.283], [0.454, 0.673, 5.472], [-3.316, -1.334, 5.454], [-2.778, -2.321, 3.269], [-2.187, -0.256, -2.249], [-1.307, 1.249, -2.628], [-3.222, 1.706, -1.145], [-2.614, 0.524, 0.047], [-1.555, 3.877, 1.185], [-3.089, 3.513, 0.380], [-2.507, 2.465, 1.697], [0.355, 2.536, 0.752], [-0.487, 1.030, 1.193], [1.379, 0.547, -0.289], [0.777, 1.702, -1.515], [2.865, 0.005, -2.183], [4.008, 1.051, -4.082]], "mulliken_charge": [-0.846, -0.456, 0.886, -0.459, -0.661, -0.172, -0.592, -1.285, -0.238, 0.583, -0.642, -0.036, 0.355, -0.063, -0.846, 0.345, -0.230, -0.758, -0.545, 0.587, -0.643, -0.745, -0.165, -1.080, -0.710, -1.140, 0.039, -0.969, 0.338, 0.246, 0.335, 0.391, 0.358, 0.783, 0.308, 0.491, 0.236, 0.191, 0.494, 0.405, 0.408, 0.339, 0.432, 0.342, 0.498, 0.277, 0.335, 0.354, 0.344, 0.535, 0.281, 0.540, 0.483, 0.307, 0.437]}


[5]
{"formula": "H6O3", "method": "ωB97M-V/def2-TZVPD", "smiles": "O.O.O", "total_charge": 0, "homo_lumo_gap_ev": 11.609, "e_above_lowest_kj_mol": 35.5, "elements": ["O", "H", "H", "O", "H", "H", "O", "H", "H"], "coordinates": [[9.306, 12.334, 17.560], [9.986, 12.286, 16.888], [8.845, 11.498, 17.496], [6.125, 7.266, 18.118], [6.559, 7.336, 17.268], [6.643, 6.621, 18.600], [7.380, 10.188, 18.245], [7.081, 10.593, 19.059], [6.683, 9.574, 18.013]], "mulliken_charge": [-0.631, 0.321, 0.341, -0.649, 0.329, 0.321, -0.646, 0.298, 0.316]}


[6]
{"formula": "C4H8N2S", "method": "ωB97M-V/def2-TZVPD", "total_charge": 0, "homo_lumo_gap_ev": 9.834, "e_above_lowest_kj_mol": 305.2, "elements": ["C", "C", "C", "C", "N", "N", "S", "H", "H", "H", "H", "H", "H", "H", "H"], "coordinates": [[1.497, -0.244, -0.268], [-0.581, 1.162, -0.769], [-0.231, -0.299, 1.357], [0.062, -0.159, -0.081], [2.214, -0.623, -1.275], [3.494, -0.394, -0.687], [2.781, 0.369, 0.732], [-0.315, 1.224, -1.873], [-0.132, 1.947, -0.240], [-1.597, 1.031, -0.634], [-1.323, -0.277, 1.630], [0.061, 0.670, 1.886], [0.165, -1.186, 1.711], [-0.322, -0.992, -0.636], [4.146, 0.285, -1.219]], "mulliken_charge": [0.179, -1.311, -1.614, 0.897, -0.552, -0.199, -0.095, 0.314, 0.374, 0.409, 0.372, 0.333, 0.431, 0.188, 0.273]}


Table of DFT total energy (a.u.), in record order: -323.43104; -317.48726; -3050.12100; -1646.13975; -229.31154; -664.81651